38
Properties=species:S:1:pos:R:3:forces:R:3 method="wB97M-V/def2-TZVPD" smiles=CC(C)O.CC(C)O.BOCCC orbital_gap_ev=10.743 lumo_ev=0.7 molar_mass_g_mol=192.11 e_tot_ev=-16557.4509 max_force_ha_per_bohr=0.006 e_homo_ha=-0.3694
C -0.0530 -1.3355 3.2446 0.005 0.020 0.004
C 1.0947 -1.1472 2.2675 0.001 -0.016 -0.031
C 2.4476 -1.4146 2.9046 0.002 0.009 0.003
O 1.0569 0.1536 1.6818 -0.055 0.059 -0.035
H 0.0476 -0.6417 4.0847 0.000 -0.009 0.004
H -1.0068 -1.1474 2.7523 -0.003 -0.006 -0.001
H -0.0625 -2.3493 3.6475 -0.006 0.000 -0.004
H 0.9576 -1.8222 1.4190 -0.002 -0.001 0.012
H 2.6185 -0.7233 3.7351 0.001 -0.009 0.003
H 3.2458 -1.2796 2.1751 -0.002 0.003 0.001
H 2.5013 -2.4309 3.2979 0.001 -0.001 -0.004
H 1.1683 0.8084 2.3795 0.030 -0.025 0.040
C -2.2805 3.3008 -0.4835 0.006 0.000 0.003
C -2.9660 1.9527 -0.6345 0.015 -0.011 -0.007
C -4.3357 1.9287 0.0237 0.002 -0.002 0.009
O -2.1401 0.9051 -0.1355 -0.049 -0.043 0.011
H -2.1338 3.5329 0.5756 -0.005 0.007 -0.003
H -1.3057 3.2884 -0.9702 0.002 -0.004 0.006
H -2.8817 4.0992 -0.9215 0.001 -0.001 -0.003
H -3.0737 1.7215 -1.6971 -0.008 0.013 0.006
H -4.2425 2.1259 1.0959 -0.006 0.006 -0.004
H -4.8045 0.9539 -0.1067 0.003 0.000 0.004
H -4.9896 2.6918 -0.4015 -0.002 -0.003 -0.003
H -1.9908 1.0524 0.8048 0.067 0.018 0.003
B -0.2212 -0.6162 -3.0472 -0.011 0.289 -0.138
O 1.0297 -0.6162 -3.5491 -0.050 -0.168 0.077
C 2.1318 -0.1155 -2.7769 -0.034 0.058 0.036
C 2.2938 -0.8242 -1.4433 0.149 -0.009 0.001
C 2.4165 -2.3510 -1.5741 -0.018 -0.031 0.001
H -0.4531 -0.1401 -1.9769 -0.015 -0.066 0.009
H -1.0789 -1.0511 -3.7549 0.033 -0.080 0.006
H 3.0168 -0.2545 -3.3999 -0.019 -0.022 -0.010
H 1.9901 0.9569 -2.6216 0.023 -0.014 0.010
H 3.1960 -0.4128 -0.9816 -0.044 0.015 0.036
H 1.4732 -0.5436 -0.7843 -0.024 -0.029 -0.031
H 1.7301 -2.8720 -0.9049 0.019 0.026 0.011
H 2.1813 -2.6835 -2.5858 -0.008 0.006 0.008
H 3.4223 -2.6998 -1.3384 0.002 0.022 -0.028